No. 1
48
Properties=species:S:1:pos:R:3:forces:R:3 method="wB97M-V/def2-TZVPD" spin_multiplicity=1 largest_force_ev_per_a=0.33 orbital_gap_ev=6.92 total_energy_ev=-148288.83626 total_charge=+2
Rh 0.505 -0.185 1.148 -0.1 0.2 0.2
C 2.887 -0.123 -1.326 0.0 0.0 0.0
As 0.973 -0.212 -1.131 0.1 -0.2 -0.1
C 0.397 -1.845 -1.957 0.0 0.0 0.0
C 0.214 1.316 -2.006 0.0 -0.1 0.0
C 0.159 1.398 -3.392 0.0 0.0 0.0
C -0.361 2.545 -3.978 0.0 0.0 0.0
C -0.816 3.592 -3.189 0.0 0.0 0.0
C -0.755 3.507 -1.803 0.0 0.0 0.0
C -0.238 2.363 -1.210 0.0 0.0 0.1
As -0.090 2.129 0.694 -0.1 0.0 0.0
C -1.730 2.706 1.523 0.0 0.0 0.0
C 1.246 3.389 1.295 0.0 0.0 0.0
H 3.273 0.788 -0.874 0.0 0.0 0.0
H 3.106 -0.112 -2.395 0.0 0.0 0.0
H 3.342 -1.002 -0.872 0.0 0.0 0.0
H 0.747 -1.854 -2.989 0.0 0.0 0.0
H -0.688 -1.909 -1.928 0.0 0.0 0.0
H 0.840 -2.678 -1.412 0.0 0.0 0.0
H 0.509 0.588 -4.020 0.0 0.0 0.0
H -0.414 2.619 -5.056 0.0 0.0 0.0
H -1.223 4.479 -3.654 0.0 0.0 0.0
H -1.116 4.332 -1.201 0.0 0.0 0.0
H -1.879 3.763 1.307 0.0 0.0 0.0
H -1.638 2.567 2.599 0.0 0.0 0.0
H -2.570 2.124 1.149 0.0 0.0 0.0
H 0.917 4.392 1.025 0.0 0.0 0.0
H 2.202 3.185 0.819 0.0 0.0 0.0
H 1.347 3.322 2.377 0.0 0.0 0.0
B -1.047 -2.756 2.625 0.1 0.0 -0.2
N 0.467 -2.959 2.318 -0.1 -0.1 0.1
C 1.279 -3.935 2.714 0.1 0.0 -0.1
C 2.600 -3.560 2.467 -0.1 0.0 0.1
C 2.504 -2.298 1.918 -0.1 -0.1 -0.1
N 1.201 -1.944 1.840 0.2 0.0 -0.1
N -1.679 -2.072 1.343 0.0 -0.2 0.0
C -2.874 -2.371 0.842 0.0 0.1 -0.1
C -3.271 -1.376 -0.053 0.0 0.0 0.1
C -2.239 -0.466 -0.041 0.0 -0.1 -0.1
N -1.281 -0.900 0.809 0.1 0.3 0.1
H -1.175 -2.002 3.553 0.0 0.1 0.0
H -1.577 -3.817 2.757 0.0 0.0 0.0
H 0.876 -4.831 3.157 0.0 0.0 0.0
H 3.491 -4.129 2.666 0.0 0.0 0.0
H 3.285 -1.640 1.568 0.0 0.0 0.0
H -3.389 -3.254 1.182 0.0 0.0 0.0
H -4.192 -1.319 -0.607 0.0 0.0 0.0
H -2.125 0.448 -0.604 0.0 0.0 0.0

No. 2
61
Properties=species:S:1:pos:R:3:forces:R:3 method="wB97M-V/def2-TZVPD" spin_multiplicity=7 largest_force_ev_per_a=4.55 orbital_gap_ev="11.48 / 4.60" total_energy_ev=-152728.14329 total_charge=+1 de_lowest_kj_mol=0.00
Mn 0.308 -0.235 -1.017 0.5 1.1 2.2
As 0.659 -3.512 1.028 0.7 -2.1 1.0
F -0.209 -4.503 -0.220 1.2 1.7 1.5
F -0.917 -3.027 1.756 1.8 -0.4 -1.0
F 1.525 -2.536 2.284 -0.9 -0.5 -1.6
F 2.275 -3.908 0.227 -2.5 0.9 1.0
F 0.550 -1.995 -0.055 0.2 -1.6 0.6
F 0.831 -4.913 2.122 -0.4 1.5 -1.4
F -0.058 -0.949 -2.909 -0.2 -0.5 -1.3
C 5.988 -1.038 -4.079 1.3 -1.2 -0.5
C 5.658 -1.120 -2.615 0.8 -1.0 -1.4
C 5.787 0.216 -2.012 0.3 1.0 0.3
O 4.480 0.396 -1.490 -0.9 1.5 1.8
C 3.672 -0.613 -1.757 -0.7 0.3 -0.7
O 2.470 -0.641 -1.504 0.8 0.3 -0.1
O 4.308 -1.518 -2.459 -1.2 -0.6 0.3
H 7.045 -0.777 -4.116 0.1 0.3 -0.2
H 5.436 -0.312 -4.678 -0.2 0.2 0.5
H 5.945 -1.988 -4.611 -0.3 -0.1 0.2
H 6.244 -1.778 -1.973 0.2 -0.6 -0.8
H 6.021 1.035 -2.692 -0.4 -0.1 -0.2
H 6.608 0.197 -1.295 -0.6 0.3 0.7
C 0.866 -0.028 5.529 0.2 1.1 -0.3
C 1.246 0.846 4.303 -0.3 -1.3 2.7
C 2.598 0.414 3.849 0.2 0.0 -0.5
O 2.336 0.357 2.445 1.1 0.4 -2.6
C 1.037 0.464 2.140 0.7 -1.4 1.3
O 0.484 0.420 1.069 0.8 0.5 -0.6
O 0.370 0.485 3.264 -1.5 0.6 -0.3
H 0.905 -1.087 5.274 -0.3 0.1 -0.4
H -0.122 0.259 5.889 0.2 -0.2 0.3
H 1.655 0.069 6.275 -0.3 0.4 0.4
H 1.215 1.932 4.386 -0.3 0.0 0.6
H 2.933 -0.550 4.231 -0.4 -0.3 -0.4
H 3.399 1.112 4.093 -0.2 0.2 -0.4
C -4.032 4.463 -0.920 -0.3 0.0 -1.0
C -2.971 4.009 -1.931 -1.5 2.1 0.6
C -1.727 4.843 -1.870 -1.0 2.4 0.8
O -0.746 3.902 -1.826 4.2 1.3 -1.0
C -1.175 2.741 -1.635 -1.1 -3.4 0.3
O -0.449 1.763 -1.532 -0.4 0.3 -0.1
O -2.520 2.734 -1.591 0.9 -1.9 0.1
H -4.964 3.967 -1.192 0.0 -0.3 0.6
H -4.272 5.523 -1.006 0.3 0.1 -0.2
H -3.714 4.296 0.109 -0.1 -0.3 -0.1
H -3.326 4.060 -2.961 -0.4 -0.6 0.0
H -1.604 5.408 -0.946 -0.4 0.2 0.1
H -1.626 5.555 -2.689 0.2 -0.3 -0.1
C -5.300 -3.068 0.862 0.3 -0.1 -1.1
C -4.791 -2.374 -0.398 -0.2 0.5 1.3
C -5.268 -0.907 -0.511 0.6 -1.9 0.3
O -4.022 -0.204 -0.687 0.3 1.5 -0.4
C -2.917 -0.951 -0.456 -1.8 -0.5 -0.1
O -1.770 -0.502 -0.502 -2.3 -1.2 -0.1
O -3.360 -2.191 -0.180 1.9 0.0 -0.7
H -6.350 -3.322 0.715 -0.1 0.3 0.4
H -5.082 -2.402 1.696 -0.3 -0.4 0.2
H -4.778 -4.023 0.933 0.1 0.1 0.4
H -5.038 -2.976 -1.272 0.7 0.1 -0.2
H -5.763 -0.687 0.435 0.3 0.8 -0.1
H -5.986 -0.830 -1.327 0.5 0.7 -0.2

No. 3
52
Properties=species:S:1:pos:R:3:forces:R:3 method="wB97M-V/def2-TZVPD" spin_multiplicity=1 largest_force_ev_per_a=3.47 orbital_gap_ev="6.45 / 6.46" total_energy_ev=-44260.45334 total_charge=+3 de_lowest_kj_mol=10.50
W 7.976 -8.214 13.476 0.7 -1.9 1.3
B 8.256 -8.691 17.152 0.3 -0.1 -1.1
N 9.411 -8.067 16.257 0.6 -0.5 0.9
C 10.586 -7.723 16.824 -1.0 -0.2 0.5
C 11.528 -7.510 15.830 0.7 0.8 -0.4
C 10.826 -7.704 14.676 0.7 -0.7 -0.9
N 9.580 -8.158 14.867 -1.6 1.5 2.1
N 6.929 -8.476 16.339 0.0 0.9 -1.4
C 5.805 -8.431 16.988 -0.6 0.0 1.2
C 4.782 -8.878 16.181 -1.0 -0.5 -0.8
C 5.318 -9.101 14.911 -0.6 0.6 3.4
N 6.621 -8.748 14.994 1.7 -1.5 0.6
H 8.110 -8.053 18.149 0.3 -0.1 0.0
H 8.470 -9.890 17.273 -0.2 0.5 0.1
H 10.697 -7.663 17.929 -0.3 0.0 -1.1
H 12.557 -7.143 15.907 -0.6 -0.4 0.1
H 11.118 -7.683 13.665 0.8 0.3 -0.8
H 5.752 -8.109 18.032 0.2 -0.4 -0.4
H 3.823 -9.100 16.604 -0.5 0.0 -0.5
H 4.836 -9.647 14.149 -0.1 0.2 -1.2
C 4.844 -9.940 10.928 -1.8 0.8 -1.6
C 6.269 -9.950 11.357 -0.9 0.1 -0.9
O 6.527 -9.031 12.163 2.0 1.3 2.5
N 7.227 -10.677 10.842 -1.1 -1.2 -2.1
C 8.619 -10.534 11.046 2.1 0.9 1.8
C 9.038 -11.176 12.362 -1.0 1.1 -0.5
C 9.316 -12.511 12.431 0.2 0.8 -0.4
C 9.457 -13.080 13.646 -0.1 -1.0 3.2
C 9.499 -12.278 14.808 0.0 1.1 -1.4
C 9.282 -10.907 14.633 0.0 -1.8 0.5
N 8.926 -10.399 13.453 -0.1 1.2 -0.3
H 4.617 -8.794 10.728 0.3 -2.4 0.3
H 4.066 -10.298 11.654 1.1 0.4 -0.2
H 4.611 -10.531 9.998 0.5 0.7 0.8
H 7.027 -11.260 10.021 -0.6 0.2 0.7
H 8.943 -9.462 11.055 -0.5 -1.0 -0.4
H 9.205 -11.030 10.294 -0.2 -0.1 -0.7
H 9.459 -13.068 11.553 -0.1 -0.7 -1.1
H 9.450 -14.158 13.779 0.5 0.1 -0.2
H 9.728 -12.595 15.812 -0.1 -0.5 0.0
H 9.351 -10.275 15.493 -0.2 0.2 0.1
N 6.128 -4.299 12.600 -0.1 0.9 -0.7
C 7.084 -4.832 13.307 0.1 -0.5 1.2
N 8.264 -4.302 13.578 -0.1 0.7 -0.5
S 6.680 -6.376 14.187 0.3 0.7 -0.8
H 6.103 -3.367 12.172 0.6 -0.3 0.4
H 5.230 -4.736 12.524 -0.2 -0.6 0.1
H 8.555 -3.396 13.183 -0.2 -0.5 0.4
H 8.774 -4.664 14.383 0.0 0.2 -0.5
C 8.897 -7.063 12.420 0.4 0.6 -2.1
H 9.408 -8.102 12.147 -0.4 0.9 0.2
H 9.253 -6.221 11.789 -0.1 -0.6 0.8